The following is a quantum chemistry calculation of one molecule with the formula C3H3NO3 in a non-equilibrium geometry, from the OMol25 dataset.

XYZ file:
```
10
Properties=species:S:1:pos:R:3:lowdin_charge:R:1
N -1.1808 0.9450 -1.0767 0.139
C -0.2516 0.3430 -0.2180 -0.360
O 1.0794 0.3132 -0.4759 0.089
C 1.8055 -0.4428 0.3814 -0.296
O 1.3627 -0.9863 1.3523 0.105
C -1.1606 -0.1517 0.6192 -0.060
O -2.2264 0.1684 -0.2221 -0.027
H -1.0397 0.6807 -2.0678 0.138
H 2.8467 -0.4581 0.0446 0.150
H -1.2353 -0.4115 1.6631 0.121
```

Summary:
Energy above the lowest of the compared OMol25 structures with the same formula, charge and spin ... 109.48 kcal per mole
SMILES ... O=COc1co[nH]1
Kohn-Sham gap ... 9.47 eV
Total energy ... -10787.95285 eV

The following is a quantum chemistry calculation of a 6-piece molecular cluster, C5H20O6S overall in a non-equilibrium geometry, from the OMol25 dataset.

XYZ file:
```
32
Properties=species:S:1:pos:R:3:lowdin_charge:R:1
O 1.7519 2.5515 1.1215 0.024
C 2.2753 1.5970 1.6552 -0.233
C 1.4985 0.3532 1.9300 -0.189
C 0.1989 0.5854 2.6884 -0.262
C -0.7544 -0.5632 2.4621 -0.466
S -1.7392 -0.3738 0.9346 0.826
C -1.1414 1.0945 0.0956 -0.414
H 3.3323 1.7099 1.9522 0.124
H 2.1237 -0.3407 2.5067 0.122
H 1.3024 -0.2352 1.0200 0.081
H 0.3809 0.7717 3.7485 0.119
H -0.1408 1.5345 2.3138 0.078
H -0.1978 -1.4860 2.2674 0.070
H -1.3975 -0.7306 3.3160 0.067
H -0.0638 1.2036 -0.0523 0.019
H -1.5812 1.0172 -0.8907 0.000
H -1.4107 2.0164 0.6069 0.045
H 2.3147 2.3697 -1.4717 0.050
H 1.2406 1.7762 -2.3370 0.051
O 2.0750 1.5427 -1.9117 -0.051
H 1.1181 -1.0903 -1.4125 -0.081
H 2.2395 -0.1620 -1.0596 0.003
O 1.8329 -0.9925 -0.7601 -0.112
H 0.4764 -1.0022 -3.4730 0.098
H -0.5746 -0.5221 -2.4595 0.036
O 0.3595 -0.7814 -2.5450 -0.016
H -2.5819 -1.2773 -2.5625 0.039
H -3.2255 0.0352 -2.1647 0.061
O -2.5028 -0.3206 -2.7050 -0.066
H -0.6727 -3.3540 -1.5790 0.042
H -1.7496 -2.8608 -0.6601 -0.001
O -1.6344 -3.2757 -1.5259 -0.065
```

Summary:
Energy above the lowest of the compared OMol25 structures with the same formula, charge and spin ... 0.00 kcal per mole
SMILES ... CSCCCC=O.O.O.O.O.O
Kohn-Sham gap ... 8.92 eV
Total energy ... -28629.06833 eV

The following is a quantum chemistry calculation of one molecule with the formula CH2N4O3 in a non-equilibrium geometry, from the OMol25 dataset.

XYZ file:
```
10
Properties=species:S:1:pos:R:3:lowdin_charge:R:1
C -1.0291 -1.1714 0.9134 -0.254
N -0.9487 -1.9085 1.8155 0.173
N -1.1200 -0.2102 -0.0111 0.019
N -0.1341 0.5255 -0.4380 -0.053
N 1.0739 -0.2686 -0.9446 -0.371
O 0.8437 -1.3895 -1.2062 0.140
O 2.0723 0.3660 -1.0197 0.126
O 0.3598 1.5109 0.6208 -0.049
H -1.9781 0.1891 -0.0147 0.121
H 0.8605 2.3567 0.2846 0.148
```

Summary:
Energy above the lowest of the compared OMol25 structures with the same formula, charge and spin ... 53.88 kcal per mole
SMILES ... N#CNN(O)[N+](=O)[O-]
Kohn-Sham gap ... 10.46 eV
Total energy ... -13164.73997 eV

The following is a quantum chemistry calculation of a 7-piece molecular cluster, H14O7 overall in a non-equilibrium geometry, from the OMol25 dataset.

XYZ file:
```
21
Properties=species:S:1:pos:R:3:lowdin_charge:R:1
O -2.3720 -0.1017 0.5557 -0.096
H -1.3990 -0.1147 0.4077 -0.018
H -2.5040 -0.4637 1.4417 0.032
O 0.6420 1.9703 -1.7813 -0.018
H 0.8350 2.8953 -1.6033 0.086
H 0.1110 1.9373 -2.5703 0.075
O 1.5460 1.2533 2.0567 -0.062
H 1.3880 0.7643 1.2467 -0.024
H 1.9550 0.5853 2.6007 0.021
O -1.6020 2.8273 -0.1803 -0.017
H -0.8220 2.5993 -0.7073 -0.015
H -2.2100 3.0523 -0.8333 0.000
O 0.2210 -2.7827 -1.0623 -0.021
H -0.3370 -2.3577 -1.6973 0.052
H 0.0780 -3.7217 -1.0783 0.061
O 0.2890 0.0073 0.0147 -0.032
H 0.3860 -0.7677 -0.4723 -0.005
H 0.4250 0.7493 -0.5973 0.024
O 1.1870 -2.4617 1.6287 -0.055
H 1.4680 -3.3647 1.8337 0.040
H 0.7140 -2.5047 0.7977 -0.029
```

Summary:
Energy above the lowest of the compared OMol25 structures with the same formula, charge and spin ... 46.35 kcal per mole
SMILES ... O.O.O.O.O.O.O
Kohn-Sham gap ... 10.03 eV
Total energy ... -14559.45137 eV

The following is a quantum chemistry calculation of a 2-piece molecular cluster, C2H7N2O2 overall in a non-equilibrium geometry, from the OMol25 dataset.

XYZ file:
```
13
Properties=species:S:1:pos:R:3:lowdin_charge:R:1
N -1.4551 0.5935 -0.2263 -0.026
C -0.8593 0.1146 -1.4711 -0.371
N -0.1221 -1.1576 -1.3003 -0.036
H -0.6823 0.7103 0.4484 0.029
H -2.1572 0.0232 0.2458 0.043
H -0.2786 0.8552 -1.7929 0.046
H -1.5594 -0.0577 -2.3066 0.088
H -0.7287 -1.8099 -0.7846 0.049
H 0.6830 -0.9191 -0.6871 0.028
O 2.1323 1.6150 2.0865 -0.101
C 1.7741 0.4458 1.9737 -0.657
O 0.9721 -0.1055 1.1543 -0.179
H 2.2813 -0.3077 2.6603 0.088
```

Summary:
Energy above the lowest of the compared OMol25 structures with the same formula, charge and spin ... 16.54 kcal per mole
Total charge ... -1
Kohn-Sham gap ... 8.79 eV
Total energy ... -9263.97857 eV

The following is a quantum chemistry calculation of C11H17Br2ErF4O5P as an isolated structure in a non-equilibrium geometry, from the OMol25 dataset.

XYZ file:
```
41
Properties=species:S:1:pos:R:3:lowdin_charge:R:1
C 3.5390 0.7109 1.5310 0.027
O 4.0816 -0.2089 0.6196 0.100
C 3.1870 -1.1238 0.0289 -0.099
C 2.6227 -0.5939 -1.3012 -0.093
C 1.1690 -1.0278 -1.5653 -0.137
C 0.1889 0.1595 -1.4384 -0.079
C -1.2883 -0.2009 -1.2970 -0.444
F -1.4919 -1.4905 -1.7544 0.071
C -1.8931 -0.2116 0.1070 -0.086
C -1.0473 -0.9870 1.1400 -0.157
C -1.8458 -2.0523 1.8806 -0.755
F -2.9038 -1.4736 2.4942 0.026
Br -2.5554 -3.4338 0.6675 0.799
C -1.0142 -2.8250 2.9771 -0.919
F 0.2460 -2.4458 2.9694 0.059
F -1.5231 -2.6283 4.1570 0.112
Br -1.0857 -4.7777 2.6217 0.745
O -2.1148 0.5404 -2.2054 0.104
C -1.9940 1.7624 -2.6767 -0.572
O -1.9061 2.0154 -3.8279 0.150
P -2.2043 3.5496 -1.9853 1.124
O -0.7787 4.0041 -1.0446 -0.440
O -3.4233 3.5404 -0.7831 -0.257
H 3.8101 0.4435 2.5599 0.159
H 2.4390 0.7464 1.4652 0.107
H 3.9361 1.7071 1.3160 0.137
H 3.7775 -2.0289 -0.1439 0.176
H 2.3715 -1.3558 0.7342 0.145
H 2.6760 0.5025 -1.2597 0.123
H 3.2620 -0.8899 -2.1331 0.143
H 1.0858 -1.4027 -2.5897 0.146
H 0.8811 -1.8627 -0.9224 0.117
H 0.3370 0.7637 -2.3412 0.135
H 0.4834 0.7903 -0.5856 0.118
H -2.1351 0.7953 0.4587 0.111
H -2.8644 -0.7085 -0.0092 0.121
H -0.1476 -1.4266 0.7139 0.094
H -0.7078 -0.3086 1.9325 0.126
H -0.3123 4.6403 -1.6144 0.080
H -3.2184 3.9325 0.0513 -0.085
Er -1.6385 4.8602 1.0525 1.767
```

Summary:
Multiplicity ... 4
Total charge ... +3
Kohn-Sham gap (spin up / spin down) ... 2.47 / 1.66 eV
Total energy ... -209748.06739 eV